The following is a quantum chemistry calculation of a 2-piece molecular cluster, C4H10O overall, from OMol25.

```
15
Properties=species:S:1:pos:R:3:forces:R:3:mulliken_spin:R:1
O -1.80575 -0.47418 0.31743 0.93 -0.18 -0.60 0.2885
C -2.08676 -1.45376 0.94594 -1.46 0.22 1.09 -0.0190
H -2.78489 -2.25177 0.60506 0.46 0.23 -0.48 0.0400
H -1.88358 -1.48369 2.02883 0.57 -0.26 0.01 0.0328
C 1.24676 1.91463 -0.11861 1.57 1.00 0.78 0.0590
C 1.28411 0.43207 0.01898 -0.60 -0.41 0.05 0.1393
C 1.16328 -0.46523 -1.16275 -1.50 0.73 -0.68 0.0141
H 1.67320 2.36346 -1.02458 -0.64 -0.53 -0.26 0.0108
H 1.90863 2.31630 0.67643 0.08 -0.27 0.05 0.0400
H 0.37712 2.50678 0.21639 -0.43 -0.57 -0.47 0.0544
H 0.36639 0.16871 0.69190 -0.16 0.09 0.20 0.1695
H 2.01910 0.05716 0.77533 -0.29 0.09 -0.01 0.0944
H 0.84276 -1.48329 -0.97030 0.69 -0.30 0.55 0.0051
H 0.29178 -0.09454 -1.75205 0.66 0.17 -0.11 0.0276
H 2.03127 -0.44593 -1.82294 0.13 -0.02 -0.11 0.0435
```
Forces are in eV/Å.

## Properties
Frontier orbital gap (spin up / spin down) ... 11.63 / 4.65 eV
DFT total energy ... -233.206496 hartree
Charge ... +1
LUMO energy (spin up / spin down) ... -4.55 / -10.02 eV
Relative energy (zero: lowest compared OMol25 entry of this formula, charge and spin) ... 2.452 eV
Spin multiplicity ... 2
E_HOMO (spin up / spin down) ... -0.595 / -0.539 Ha